Below is 2 unconnected molecules or ions with the total composition C4H14N2 at a distorted geometry, with properties calculated with ωB97M-V with the def2-TZVPD basis set.

SMILES string	CCN.CCN
HOMO-LUMO gap	9.92	eV
multiplicity	1
charge	0

XYZ file:
```
20
Properties=species:S:1:pos:R:3:forces:R:3
C 1.38089 2.16731 0.62952 0.48 0.55 0.13
C 1.54117 1.15419 -0.49215 0.07 0.42 -0.33
N 1.15504 1.68143 -1.82211 0.37 0.93 -0.08
H 0.39476 2.63258 0.60978 -0.04 -0.05 0.16
H 1.59819 1.77393 1.62224 -0.44 -0.48 -0.01
H 2.14050 2.95933 0.57008 -0.25 0.05 -0.47
H 2.59971 0.89127 -0.51857 -0.15 -0.59 0.05
H 0.88322 0.30343 -0.33264 0.41 -0.24 0.34
H 0.88922 2.65849 -1.70628 -0.26 -0.18 -0.04
H 1.96073 1.76256 -2.44405 -0.17 -0.36 0.24
C -2.16175 -1.05941 -0.10245 0.39 0.24 0.54
C -0.93188 -1.60389 0.64404 0.32 0.00 -0.02
N -1.06103 -2.99775 1.05759 0.27 -0.35 0.23
H -1.84166 -0.55059 -1.00633 -0.15 -0.29 -0.39
H -2.79054 -1.92653 -0.28731 -0.29 0.26 -0.48
H -2.73251 -0.29856 0.43390 0.01 -0.28 0.31
H -0.05875 -1.49191 -0.00212 -0.06 -0.33 -0.17
H -0.63483 -1.02749 1.51909 -0.44 0.37 0.17
H -1.97271 -3.42441 0.96512 0.09 0.28 -0.15
H -0.35778 -3.60399 0.66265 -0.16 0.04 -0.04
```
Forces are in eV/Å.